ORCA calculation (ωB97M-V with the def2-TZVPD basis set) on C5H9ClS in the gas phase at a distorted geometry.

Geometry as XYZ:
```
16
Properties=species:S:1:pos:R:3:forces:R:3:mulliken_charge:R:1
C -0.0697 -0.4853 -0.4141 -0.03 -0.49 1.07 0.682
C 1.0034 0.1571 0.4282 -0.30 0.05 -1.95 0.326
C -0.1364 -0.2685 -1.8641 1.73 0.06 -1.36 -1.096
C -1.4757 -0.6459 0.0670 -1.49 1.58 2.58 -1.367
C 0.8111 1.0210 1.6349 -0.93 -0.13 1.36 -1.064
S 1.0578 -1.6672 0.4525 0.16 0.71 -0.01 -0.146
Cl 2.3210 0.8942 -0.6112 -0.28 -0.18 0.49 -0.219
H -1.0639 -0.8436 -2.2153 1.49 1.37 -0.17 0.359
H 0.8501 -0.6298 -2.3519 -1.89 0.69 0.37 0.277
H -0.1270 0.8868 -1.8403 -0.62 -1.71 -1.18 0.325
H -1.8787 -1.6542 -0.2059 0.22 1.07 0.09 0.380
H -2.1970 0.2489 -0.2453 1.51 -2.00 0.32 0.263
H -1.3942 -0.5842 1.2009 -0.72 -0.36 -1.26 0.371
H 1.5541 0.5933 2.3005 0.08 0.58 0.66 0.337
H -0.1992 0.8398 2.1080 1.07 0.10 -0.53 0.244
H 0.9443 2.1376 1.5561 0.01 -1.36 -0.49 0.329
```
Positions in Å, forces in eV/Å.

2S+1: 1
E_HOMO, Ha: -0.3332
SMILES string: CC1(C)S[C@@]1(C)Cl
Largest force on an atom, eV/A: 3.4
Energy above the lowest of the compared OMol25 structures with the same formula, charge and spin, kcal per mole: 20.0

=====

ORCA calculation (ωB97M-V with the def2-TZVPD basis set) on a molecular structure, C5H9ClSi at a distorted geometry.

Geometry as XYZ:
```
16
Properties=species:S:1:pos:R:3:forces:R:3:mulliken_charge:R:1
C 0.7021 0.1985 -1.7063 -2.84 1.59 2.65 -0.424
C 0.4469 1.2758 -0.9049 0.56 0.45 0.72 -0.476
C -0.1602 -1.0329 -1.6307 0.87 -0.87 -0.44 -0.243
C -1.0016 -1.1568 -0.3736 0.51 2.74 0.78 -1.074
C 0.1896 1.0296 2.3209 1.91 0.79 -2.73 -0.903
Si -0.6943 1.1043 0.6378 2.56 -4.85 -1.77 0.449
Cl -2.2964 2.2121 0.8629 -1.69 1.20 -0.14 -0.244
H 1.2034 0.0888 -2.5984 2.09 0.90 -1.63 0.457
H 0.9523 2.2767 -0.8708 -0.03 -1.13 -0.95 0.363
H -0.6562 -0.9898 -2.6737 -0.08 -0.33 1.73 0.293
H 0.5481 -1.8942 -1.7501 -0.53 0.43 0.21 0.240
H -2.0042 -0.9910 -0.6407 -1.56 -0.28 0.01 0.311
H -0.8624 -1.9838 0.3274 0.14 0.24 -0.41 0.388
H 0.4735 2.0145 2.7205 -0.18 -0.32 -0.10 0.311
H -0.3765 0.4799 2.9983 -0.86 -0.98 1.28 0.317
H 1.1293 0.4842 2.0032 -0.86 0.41 0.79 0.237
```
Positions in Å, forces in eV/Å.

2S+1: 1
E_HOMO, Ha: -0.3044
Largest force on an atom, eV/A: 5.8
Energy above the lowest of the compared OMol25 structures with the same formula, charge and spin, kcal per mole: 40.3

=====

ORCA calculation (ωB97M-V with the def2-TZVPD basis set) on a molecular structure, C5H9CuMgO4 at a distorted geometry.

Geometry as XYZ:
```
20
Properties=species:S:1:pos:R:3:forces:R:3:mulliken_charge:R:1
O 0.6614 2.6803 -0.2022 0.54 -0.45 0.71 -0.675
C 1.7805 2.0880 0.1650 0.04 0.38 -1.16 0.404
C 1.8955 0.7625 0.4614 0.37 0.15 1.63 -0.062
O 0.6003 0.1958 0.7215 0.02 -0.40 -0.12 -0.437
C 0.3148 -0.9814 -0.0190 0.28 -0.18 -0.31 -0.423
C -1.1633 -1.2513 0.0881 -0.08 -0.38 0.12 -0.444
O -1.8493 -0.0564 -0.2872 0.18 -0.05 -0.18 -0.077
C -3.2550 -0.2280 -0.4297 -0.38 -0.06 -0.03 -0.780
Mg -0.8906 1.6780 0.4699 0.00 0.58 0.17 0.185
H 2.7089 2.6787 0.1008 -0.29 -0.16 0.00 0.318
H 0.8900 -1.8338 0.3737 -0.11 0.18 -0.09 0.326
H 0.6042 -0.8133 -1.0684 -0.08 -0.12 0.21 0.312
H -1.4517 -1.5272 1.1147 0.06 0.07 -0.20 0.339
H -1.4439 -2.0699 -0.5902 0.05 0.15 0.13 0.359
H -3.6878 0.7516 -0.6580 0.14 -0.25 0.09 0.267
H -3.4578 -0.9262 -1.2533 0.05 0.14 0.18 0.283
H -3.6896 -0.6142 0.5037 0.08 0.11 -0.22 0.315
H 3.4787 -0.0818 -0.7496 3.74 -1.73 2.42 0.388
Cu 3.5943 0.0446 1.3775 -1.45 0.64 -0.40 0.092
O 4.3604 -0.4961 -0.1185 -3.14 1.38 -2.92 -0.691
```
Positions in Å, forces in eV/Å.

2S+1: 3
E_HOMO (alpha / beta), Ha: -0.1856 / -0.2879
<S²>: 2.009
Largest force on an atom, eV/A: 4.8
Energy above the lowest of the compared OMol25 structures with the same formula, charge and spin, kcal per mole: 26.7